#w
Formula: C4H6N2O3S
Source: OMol25
Level of theory: wB97M-V/def2-TZVPD

Structure (XYZ):
```
16
C4H6N2O3S, DFT wB97M-V/def2-TZVPD
C -2.788 -0.807 0.525
C -1.549 -0.185 -0.225
O -0.535 -1.068 -0.642
C 0.728 -0.697 -0.532
N 1.832 -1.407 -0.499
S 3.326 -0.718 -0.585
N 2.982 0.695 0.265
C 1.882 1.443 -0.049
O 1.781 2.610 0.210
O 0.828 0.787 -0.574
H -3.376 -1.458 -0.142
H -2.503 -1.420 1.314
H -3.350 0.101 0.919
H -1.124 0.623 0.380
H -1.965 0.424 -1.203
H 3.832 1.075 0.837
```

Calculated values
- frontier orbital gap (eV) = 8.955
- 2S+1 = 1
- HOMO energy (Ha) = -0.3103
- structure (SMILES) = CCOC1=NSNC(=O)O1

Here are the natural (NBO) charges for atoms 1 to 5, given in e: number 1, C, carries -0.6213; number 2, C, carries -0.0718; number 3, O, carries -0.4710; number 4, C, carries 0.8188; number 5, N, carries -0.7017

---

#x
Formula: C4H6N2O3S
Source: OMol25
Level of theory: wB97M-V/def2-TZVPD

Structure (XYZ):
```
16
C4H6N2O3S, DFT wB97M-V/def2-TZVPD
C 1.261 1.033 0.596
C 0.626 1.876 -0.567
C -1.420 -0.740 -0.511
C -1.276 -1.331 0.858
N -0.705 1.529 -0.509
N -1.186 0.445 -0.854
O 1.156 1.232 1.754
O 1.552 -0.500 -1.597
O 2.510 -1.450 0.465
S 1.388 -0.794 -0.176
H 0.734 2.945 -0.360
H 1.155 1.547 -1.476
H -1.977 -1.328 -1.231
H -2.285 -1.489 1.248
H -0.745 -0.674 1.542
H -0.787 -2.301 0.817
```

Calculated values
- frontier orbital gap (alpha / beta) (eV) = 7.922 / 6.121
- 2S+1 = 1
- HOMO energy (alpha / beta) (Ha) = -0.3242 / -0.3043

Here are the natural (NBO) charges for atoms 1 to 5, given in e: number 1, C, carries 0.4113; number 2, C, carries -0.3647; number 3, C, carries 0.0744; number 4, C, carries -0.6856; number 5, N, carries -0.1293

---

Referenced to the most stable arrangement, the calculated values in hartree are #w 0.0000; #x 0.1246.

---

#w
Formula: C9H14S
Source: OMol25
Level of theory: wB97M-V/def2-TZVPD

Structure (XYZ):
```
24
C9H14S, DFT wB97M-V/def2-TZVPD
C 2.651 0.324 1.451
C 1.737 -0.551 0.639
C 1.455 -1.837 1.124
C 0.551 -2.614 0.425
C 0.038 -2.217 -0.810
C 0.321 -0.942 -1.249
C 1.233 -0.126 -0.575
H 3.659 0.468 1.053
H 2.749 0.037 2.491
H 2.276 1.350 1.515
H 1.863 -2.238 2.040
H 0.186 -3.545 0.828
H -0.527 -2.906 -1.418
H 0.144 -0.651 -2.276
H 1.704 0.712 -1.079
C -2.055 1.705 -1.472
C -2.069 1.163 -0.041
S -3.507 1.765 0.894
H -2.306 2.748 -1.404
H -2.677 1.066 -2.103
H -1.086 1.628 -1.970
H -2.023 0.117 0.255
H -1.133 1.533 0.398
H -3.185 3.008 1.282
```

Calculated values
- frontier orbital gap (eV) = 9.711
- 2S+1 = 1
- HOMO energy (Ha) = -0.3256
- structure (SMILES) = Cc1ccccc1.CCS

Here are the natural (NBO) charges for atoms 1 to 5, given in e: number 1, C, carries -0.6395; number 2, C, carries -0.0024; number 3, C, carries -0.2194; number 4, C, carries -0.1950; number 5, C, carries -0.2330

---

#x
Formula: C9H14S
Source: OMol25
Level of theory: wB97M-V/def2-TZVPD

Structure (XYZ):
```
24
C9H14S, DFT wB97M-V/def2-TZVPD
C 2.914 1.387 2.336
C 2.345 0.774 1.083
C 1.758 1.558 0.107
C 1.184 1.018 -1.041
C 1.416 -0.328 -1.316
C 2.062 -1.114 -0.369
C 2.539 -0.585 0.815
H 2.376 2.297 2.616
H 3.959 1.677 2.164
H 2.887 0.700 3.174
H 1.603 2.614 0.328
H 0.816 1.678 -1.816
H 1.010 -0.781 -2.211
H 2.305 -2.137 -0.645
H 3.053 -1.199 1.551
C -2.124 -0.849 0.698
S -2.659 -0.428 -0.992
C -4.463 -0.641 -0.940
H -1.831 0.071 1.201
H -2.928 -1.286 1.292
H -1.312 -1.561 0.612
H -4.911 0.173 -1.500
H -4.910 -0.568 0.057
H -4.687 -1.573 -1.457
```

Calculated values
- frontier orbital gap (eV) = 9.310
- 2S+1 = 1
- HOMO energy (Ha) = -0.3049
- structure (SMILES) = Cc1ccccc1.CSC

Here are the natural (NBO) charges for atoms 1 to 5, given in e: number 1, C, carries -0.6280; number 2, C, carries -0.0198; number 3, C, carries -0.2097; number 4, C, carries -0.2040; number 5, C, carries -0.2231

---

#y
Formula: C9H14S
Source: OMol25
Level of theory: wB97M-V/def2-TZVPD

Structure (XYZ):
```
24
C9H14S, DFT wB97M-V/def2-TZVPD
C -2.517 -0.409 1.140
C -1.715 0.616 0.533
C -2.158 1.136 -0.702
C -1.328 2.035 -1.352
C -0.074 2.478 -0.785
C 0.175 2.139 0.485
C -0.566 1.140 1.161
H -1.991 -1.091 1.926
H -2.859 -1.150 0.482
H -3.397 0.066 1.610
H -3.125 0.900 -1.062
H -1.678 2.508 -2.342
H 0.796 2.986 -1.258
H 1.039 2.488 1.021
H -0.216 0.623 1.966
C 3.012 -1.051 0.560
S 1.607 -2.160 0.694
C 1.330 -2.638 -1.148
H 2.525 -0.313 -0.207
H 3.170 -0.649 1.579
H 3.867 -1.534 0.182
H 1.261 -1.720 -1.649
H 0.538 -3.264 -1.276
H 2.302 -3.135 -1.558
```

Calculated values
- frontier orbital gap (eV) = 9.222
- 2S+1 = 1
- HOMO energy (Ha) = -0.3062
- structure (SMILES) = Cc1ccccc1.CSC

Here are the natural (NBO) charges for atoms 1 to 5, given in e: number 1, C, carries -0.6376; number 2, C, carries 0.0015; number 3, C, carries -0.2376; number 4, C, carries -0.1881; number 5, C, carries -0.2492

---

#z
Formula: C9H14S
Source: OMol25
Level of theory: wB97M-V/def2-TZVPD

Structure (XYZ):
```
24
C9H14S, DFT wB97M-V/def2-TZVPD
C -1.293 -3.340 0.618
C -0.864 -1.952 1.026
C -1.750 -0.905 1.245
C -1.295 0.321 1.730
C 0.051 0.536 1.978
C 0.947 -0.446 1.570
C 0.494 -1.672 1.126
H -0.923 -3.494 -0.396
H -2.356 -3.562 0.734
H -0.811 -4.071 1.251
H -2.790 -0.944 0.941
H -2.017 1.112 1.911
H 0.368 1.529 2.272
H 1.989 -0.146 1.499
H 1.265 -2.335 0.762
C 2.332 1.015 -1.605
C 0.802 0.974 -1.450
S -0.036 2.340 -2.333
H 2.818 1.106 -0.626
H 2.725 1.844 -2.184
H 2.723 0.066 -1.965
H 0.421 -0.011 -1.705
H 0.573 1.165 -0.411
H 0.943 2.543 -3.223
```

Calculated values
- frontier orbital gap (eV) = 9.716
- 2S+1 = 1
- HOMO energy (Ha) = -0.3239
- structure (SMILES) = Cc1ccccc1.CCS

Here are the natural (NBO) charges for atoms 1 to 5, given in e: number 1, C, carries -0.6320; number 2, C, carries -0.0063; number 3, C, carries -0.2225; number 4, C, carries -0.1986; number 5, C, carries -0.2367

---

Referenced to the most stable arrangement, the calculated values in hartree are #w 0.0137; #x 0.0000; #y 0.0502; #z 0.0055.

---

#w
Formula: C4H7N2O
Source: OMol25
Level of theory: wB97M-V/def2-TZVPD

Structure (XYZ):
```
14
C4H7N2O, DFT wB97M-V/def2-TZVPD
C -1.424 0.129 -0.897
C -0.192 1.032 -0.982
O -0.072 2.130 -1.367
C 1.143 0.047 -0.732
C 1.254 0.117 1.089
N 2.167 0.650 -1.214
N 2.937 1.271 -1.690
H -1.302 -0.783 -1.556
H -2.200 0.609 -1.432
H -1.533 -0.128 0.124
H 1.140 -0.994 -1.138
H 0.290 -0.425 1.391
H 2.157 -0.445 1.443
H 1.255 1.033 1.462
```

Calculated values
- frontier orbital gap (eV) = 10.101
- net charge = +1
- 2S+1 = 1
- HOMO energy (Ha) = -0.5641
- structure (SMILES) = CC(=O)[C@H](C)[N+]#N

Here are the natural (NBO) charges for atoms 1 to 5, given in e: number 1, C, carries -0.7235; number 2, C, carries 0.6614; number 3, O, carries -0.4256; number 4, C, carries -0.2853; number 5, C, carries -0.4875

---

#x
Formula: C4H7N2O
Source: OMol25
Level of theory: wB97M-V/def2-TZVPD

Structure (XYZ):
```
14
C4H7N2O, DFT wB97M-V/def2-TZVPD
C -2.736 -0.509 2.246
C -1.688 -0.424 1.658
C -0.113 -0.468 0.764
N 0.934 -1.070 1.225
N -0.315 -0.007 -0.474
O 0.919 -0.108 -1.125
C 1.235 1.023 -1.975
H -3.818 -0.395 2.295
H 1.073 -0.964 2.188
H 1.685 -1.134 0.457
H -1.281 0.010 -0.896
H 2.363 1.073 -2.032
H 0.951 2.067 -1.421
H 0.789 0.905 -2.913
```

Calculated values
- frontier orbital gap (eV) = 10.852
- net charge = +1
- 2S+1 = 1
- HOMO energy (Ha) = -0.5523
- structure (SMILES) = C#CC(=[NH2+])NOC

Here are the natural (NBO) charges for atoms 1 to 5, given in e: number 1, C, carries -0.1345; number 2, C, carries -0.1320; number 3, C, carries 0.5952; number 4, N, carries -0.7184; number 5, N, carries -0.2764

---

#y
Formula: C4H7N2O
Source: OMol25
Level of theory: wB97M-V/def2-TZVPD

Structure (XYZ):
```
14
C4H7N2O, DFT wB97M-V/def2-TZVPD
N -2.219 0.606 0.272
C -0.971 0.158 0.111
C -0.516 -1.259 0.268
C 0.800 -1.271 0.070
C 1.296 0.088 -0.287
O 2.276 0.595 0.502
N 0.069 0.824 -0.107
H -3.045 0.017 0.467
H -2.681 1.563 0.248
H -1.216 -2.011 0.273
H 1.486 -2.055 -0.042
H 1.493 0.076 -1.401
H 3.157 0.831 -0.018
H 0.071 1.838 -0.355
```

Calculated values
- frontier orbital gap (eV) = 10.823
- net charge = +1
- 2S+1 = 1
- HOMO energy (Ha) = -0.5502
- structure (SMILES) = [NH2+]=C1C=C[C@H](O)N1

Here are the natural (NBO) charges for atoms 1 to 5, given in e: number 1, N, carries -0.7577; number 2, C, carries 0.5231; number 3, C, carries -0.2439; number 4, C, carries -0.0883; number 5, C, carries 0.2076

---

#z
Formula: C4H7N2O
Source: OMol25
Level of theory: wB97M-V/def2-TZVPD

Structure (XYZ):
```
14
C4H7N2O, DFT wB97M-V/def2-TZVPD
O -0.840 1.499 2.008
C -0.529 0.874 1.050
C 0.773 1.108 0.146
N 1.106 -0.231 -0.556
C -0.082 -1.085 -0.283
N -1.236 -0.600 -0.976
C -1.147 -0.307 0.460
H 0.625 1.761 -0.631
H 1.601 1.469 0.557
H 1.270 0.148 -1.482
H 2.004 -0.499 -0.086
H 0.288 -2.066 -0.224
H -1.995 -1.218 -1.247
H -1.838 -0.853 1.264
```

Calculated values
- frontier orbital gap (eV) = 10.799
- net charge = +1
- 2S+1 = 1
- HOMO energy (Ha) = -0.5353
- structure (SMILES) = O=C1C[NH2+][C@@H]2N[C@H]12

Here are the natural (NBO) charges for atoms 1 to 5, given in e: number 1, O, carries -0.3990; number 2, C, carries 0.5628; number 3, C, carries -0.3174; number 4, N, carries -0.5165; number 5, C, carries 0.0718

---

Referenced to the most stable arrangement, the calculated values in hartree are #w 0.1078; #x 0.2007; #y 0.0000; #z 0.0833.

---

#w
Formula: C2H9N5
Source: OMol25
Level of theory: wB97M-V/def2-TZVPD

Structure (XYZ):
```
16
C2H9N5, DFT wB97M-V/def2-TZVPD
C 0.638 -2.016 1.397
C -0.035 2.059 -1.610
N -0.356 2.822 -0.757
N -0.058 -3.145 1.286
N -0.218 1.186 -2.592
N 0.400 -0.872 0.728
N -0.526 3.499 0.306
H 1.473 -2.119 2.037
H 0.245 -4.032 1.665
H -0.930 -3.134 0.791
H -0.953 1.397 -3.251
H 0.559 1.168 -3.254
H -0.520 -0.889 0.410
H 1.047 -0.156 0.460
H -0.785 3.041 1.187
H -0.098 4.433 0.414
```

Calculated values
- frontier orbital gap (eV) = 10.886
- net charge = +2
- 2S+1 = 1
- HOMO energy (Ha) = -0.6729

Here are the natural (NBO) charges for atoms 1 to 5, given in e: number 1, C, carries 0.4278; number 2, C, carries 0.5969; number 3, N, carries -0.0577; number 4, N, carries -0.6703; number 5, N, carries -0.7755

---

#x
Formula: C2H9N5
Source: OMol25
Level of theory: wB97M-V/def2-TZVPD

Structure (XYZ):
```
16
C2H9N5, DFT wB97M-V/def2-TZVPD
C -1.589 0.513 -0.199
C 2.725 -0.220 -0.049
N 0.405 -0.455 0.230
N -2.430 -0.325 0.333
N -1.557 1.391 -1.154
N -2.028 -1.330 1.130
N 1.372 0.120 -0.275
H 3.048 0.161 0.936
H 2.820 -1.257 0.041
H 3.521 0.249 -0.748
H -3.474 -0.068 0.312
H -2.387 1.268 -1.704
H -1.274 2.357 -0.940
H -2.546 -1.617 1.951
H -1.061 -1.401 1.009
H 1.357 1.044 -0.786
```

Calculated values
- frontier orbital gap (alpha / beta) (eV) = 7.834 / 7.836
- net charge = +2
- 2S+1 = 1
- HOMO energy (alpha / beta) (Ha) = -0.6829 / -0.6829

Here are the natural (NBO) charges for atoms 1 to 5, given in e: number 1, C, carries 0.6673; number 2, C, carries -0.5042; number 3, N, carries -0.0517; number 4, N, carries -0.2790; number 5, N, carries -0.7443

---

Referenced to the most stable arrangement, the calculated values in hartree are #w 0.0000; #x 0.1861.